Record 1
Density functional theory data (wB97M-V/def2-TZVPD) for a molecular structure, C19H23ClCoIN4O3.

- E_HOMO (alpha / beta): 2.4645 / -0.5335 eV
- Spin multiplicity: 5
- DFT total energy: -3322.9803 Ha
- Charge: -2
- Frontier orbital gap (alpha / beta): 0.0706 / 0.1778 Eh
- Expectation value of S²: 6.0439

Geometry as XYZ:
```
52
C19H23ClCoIN4O3 | the Open Molecules 2025 dataset | wB97M-V/def2-TZVPD
C 1.273 -0.092 -4.702
I -0.294 1.329 -3.529
H 0.888 -1.111 -4.724
H 2.287 0.025 -4.322
H 1.164 0.375 -5.679
C -1.432 4.171 0.319
C -2.610 3.555 0.060
N -2.304 2.376 -0.608
C -0.975 2.273 -0.806
N -0.438 3.365 -0.208
H -1.215 5.094 0.826
H -3.620 3.833 0.303
C 1.772 -3.339 -0.039
C 1.330 -1.539 -1.294
N 2.146 -2.039 -0.330
H 0.200 -4.580 -0.983
N 0.517 -2.555 -1.671
H 2.254 -3.928 0.726
Co 0.134 0.809 -1.426
C 1.621 -0.311 -2.059
O 2.761 0.055 -2.292
C 0.762 -3.663 -0.881
C -0.569 -2.479 -2.624
H -1.438 -1.978 -2.172
H -0.844 -3.507 -2.883
H -0.256 -1.941 -3.524
C 3.157 -1.311 0.407
H 3.890 -2.034 0.776
H 2.716 -0.788 1.267
H 3.644 -0.589 -0.252
C 0.987 3.607 -0.062
H 1.166 4.687 -0.080
H 1.529 3.110 -0.879
H 1.349 3.199 0.896
C -3.300 1.422 -1.057
H -2.974 0.399 -0.822
H -3.467 1.512 -2.138
H -4.231 1.640 -0.525
Cl -0.435 -1.019 6.925
C -0.503 -0.841 5.223
C -1.063 -1.861 4.436
C -1.108 -1.711 3.050
C -0.579 -0.563 2.455
C -0.034 0.455 3.237
C 0.007 0.324 4.627
C -0.584 -0.419 0.954
O -1.421 -1.012 0.231
O 0.353 0.373 0.520
H -1.456 -2.752 4.916
H -1.547 -2.478 2.415
H 0.361 1.349 2.756
H 0.429 1.109 5.248
```



Record 2
Density functional theory data (wB97M-V/def2-TZVPD) for a molecular structure, C19H23ClN2O4S2.

- E_HOMO: -8.8073 eV
- DFT total energy: -2404.8670 Ha
- Charge: 0
- Frontier orbital gap: 0.3367 Eh
- ΔE to the lowest compared entry with this formula, charge and spin: 0.5 kcal/mol

Geometry as XYZ:
```
51
C19H23ClN2O4S2 | the Open Molecules 2025 dataset | wB97M-V/def2-TZVPD
C 0.599 3.025 1.048
H 1.544 3.168 0.528
H 0.093 3.990 1.153
H 0.789 2.599 2.036
O -0.146 2.138 0.244
C -1.346 1.702 0.704
C -1.990 2.164 1.846
C -3.234 1.670 2.200
C -3.848 0.706 1.420
C -3.220 0.215 0.284
C -1.980 0.714 -0.067
N -1.313 0.201 -1.213
C -0.191 -0.506 -1.040
N 0.223 -0.916 0.114
C 1.412 -1.575 0.075
O 2.025 -1.739 -0.978
C 1.887 -2.079 1.416
C 3.300 -2.658 1.343
C 4.335 -1.564 1.090
C 4.239 -0.472 2.150
C 2.834 0.122 2.170
C 1.801 -0.962 2.462
H 0.794 -0.542 2.449
H 1.989 -1.388 3.450
H 2.617 0.571 1.198
H 2.772 0.907 2.929
H 4.972 0.311 1.944
H 4.466 -0.894 3.132
H 4.162 -1.133 0.103
H 5.335 -2.001 1.094
H 3.348 -3.396 0.541
H 3.522 -3.161 2.287
H 1.179 -2.869 1.696
S 0.667 -0.842 -2.526
C -0.758 -0.110 -3.496
C -1.719 -1.206 -3.910
H -1.697 -1.424 -4.972
H -1.573 -2.119 -3.337
S -3.390 -0.593 -3.493
O -3.932 -1.343 -2.396
O -4.199 -0.470 -4.672
C -2.874 1.063 -2.911
H -2.967 1.746 -3.750
C -1.434 0.849 -2.513
H -0.888 1.806 -2.480
H -3.509 1.370 -2.086
H -0.355 0.423 -4.356
H -3.679 -0.550 -0.326
Cl -5.402 0.103 1.859
H -3.725 2.038 3.087
H -1.532 2.914 2.470
```



Record 3
Density functional theory data (wB97M-V/def2-TZVPD) for a molecular structure, C19H23CuNO11.

- E_HOMO (alpha / beta): -2.1147 / -2.0988 eV
- Spin multiplicity: 2
- DFT total energy: -3260.5399 Ha
- Charge: -2
- Frontier orbital gap (alpha / beta): 0.2243 / 0.1998 Eh
- Expectation value of S²: 0.7549

Geometry as XYZ:
```
55
C19H23CuNO11 | the Open Molecules 2025 dataset | wB97M-V/def2-TZVPD
Cu -0.297 -0.586 0.323
C -4.103 1.443 0.189
C -2.922 0.596 0.385
C -3.022 -0.539 1.439
O -1.991 -1.258 1.590
C -4.210 -0.700 2.270
C -5.240 0.156 2.028
C -5.152 1.303 1.008
O -6.061 2.203 0.759
O -6.286 0.025 2.764
O -1.890 0.784 -0.300
H -3.889 2.393 -0.278
H -4.311 -1.530 2.954
C 2.641 -3.009 -0.307
C 4.069 -3.121 -0.333
C 4.870 -2.695 0.976
O 6.060 -2.910 0.822
C 4.232 -2.083 2.047
C 2.900 -2.080 2.066
C 2.115 -2.572 0.830
O 0.837 -2.527 0.741
O 2.330 -1.541 3.079
O 4.690 -3.450 -1.363
H 2.130 -3.316 -1.208
H 4.772 -1.753 2.922
C -1.940 -2.560 -1.789
O -1.070 -1.447 -1.514
C -0.176 -1.156 -2.524
C 0.442 0.229 -2.299
N 1.301 0.231 -1.110
C 2.082 1.514 -1.078
C 1.439 2.865 -0.968
O 0.698 3.180 -2.099
C 0.190 4.523 -2.209
H -1.407 -3.487 -2.001
H -2.703 -2.364 -2.542
H -2.641 -2.699 -0.966
H -0.662 -1.376 -3.475
H 0.586 -1.933 -2.472
H -0.457 0.839 -2.211
H 1.016 0.286 -3.224
H 2.085 -0.312 -1.442
H 2.663 1.461 -1.998
H 2.718 1.455 -0.195
H 2.267 3.555 -0.804
H 0.834 2.960 -0.067
H -0.545 4.529 -3.014
H 0.862 5.362 -2.389
H -0.230 4.936 -1.292
C -0.196 1.223 3.170
O 0.409 0.568 2.098
H -1.131 1.682 2.849
H -0.317 0.488 3.965
H 0.416 1.978 3.663
H 1.197 0.238 2.534
```



Record 4
Density functional theory data (wB97M-V/def2-TZVPD) for C19H23F2N3O2 in the gas phase.

- E_HOMO: -8.4268 eV
- DFT total energy: -1252.3113 Ha
- Charge: 0
- Frontier orbital gap: 0.3377 Eh
- SMILES: CCOC(=O)C[C@H]1CCCCN1Cc1cn[nH]c1-c1ccc(F)cc1F

Geometry as XYZ:
```
49
C19H23F2N3O2 | the Open Molecules 2025 dataset | wB97M-V/def2-TZVPD
C -4.343 0.469 1.709
C -3.039 -0.234 1.360
O -1.901 0.526 1.772
C -1.533 1.555 1.008
O -2.103 1.891 0.002
C -0.305 2.230 1.571
C 0.936 1.917 0.707
C 2.194 2.535 1.344
C 2.611 1.787 2.610
C 2.741 0.294 2.320
C 1.454 -0.234 1.675
N 1.065 0.483 0.470
C 1.916 0.180 -0.682
C 1.920 -1.274 -1.020
C 2.942 -2.187 -0.718
N 2.675 -3.388 -1.194
N 1.507 -3.280 -1.807
C 0.990 -2.027 -1.738
C -0.271 -1.642 -2.343
C -0.978 -0.541 -1.853
C -2.158 -0.119 -2.433
C -2.657 -0.817 -3.517
F -3.809 -0.424 -4.091
C -2.006 -1.925 -4.030
C -0.825 -2.316 -3.433
F -0.193 -3.397 -3.951
H -5.181 -0.164 1.434
H -4.387 0.675 2.775
H -4.416 1.406 1.164
H -2.947 -1.183 1.892
H -2.977 -0.409 0.281
H -0.464 3.308 1.552
H -0.167 1.900 2.597
H 0.766 2.385 -0.270
H 3.010 2.492 0.619
H 2.009 3.586 1.569
H 1.870 1.942 3.397
H 3.561 2.184 2.974
H 3.585 0.124 1.648
H 2.935 -0.257 3.241
H 0.627 -0.158 2.385
H 1.571 -1.288 1.415
H 1.525 0.748 -1.534
H 2.961 0.488 -0.523
H 3.852 -2.009 -0.180
H 1.109 -4.082 -2.268
H -0.592 -0.026 -0.988
H -2.677 0.743 -2.045
H -2.402 -2.467 -4.873
```



Q: Which value of DFT total energy does entry 1 give?
A: -3322.9803 Ha



Q: What is the formula in the third record?
A: C19H23CuNO11



Q: The highest DFT total energy belongs to which entry?
A: C19H23F2N3O2



Q: Which value of charge does entry 3 give?
A: -2